No. 1
DFT (ωB97M-V with the def2-TZVPD basis set) results for an isolated molecule of C6H10O at a distorted geometry.

## Properties
* frontier orbital gap: 8.71 eV
* energy relative to the best compared isomer or geometry (same formula, charge and spin): 53.6 kcal/mol
* LUMO: 0.791 eV
* largest force on an atom: 3.22 eV Å⁻¹
* multiplicity: 1

Last column: Löwdin charge in e.
CARTESIAN COORDINATES (ANGSTROEM)
O (1.683, -0.670, -1.266)  -0.038
C (-0.023, 0.296, 0.865)  -0.124
C (0.236, -0.317, -1.466)  -0.266
C (-0.561, 0.093, -0.493)  -0.081
C (-0.645, 0.976, 1.882)  -0.143
C (-0.511, 0.377, 3.293)  -0.122
C (-0.319, -0.601, -2.888)  -0.026
H (-0.776, -1.550, -2.722)  0.062
H (-1.216, -0.006, -3.115)  0.086
H (-1.311, 1.833, 1.888)  0.088
H (-0.884, -0.662, 3.263)  0.076
H (0.576, 0.379, 3.540)  0.079
H (0.848, -0.234, 1.211)  0.097
H (-0.976, 0.847, 4.135)  0.047
H (0.394, -0.775, -3.666)  0.067
H (2.288, -0.029, -0.868)  0.087
H (-1.475, 0.617, -0.695)  0.112


No. 2
DFT (ωB97M-V with the def2-TZVPD basis set) results for a structure of composition F6N3Na2O12S6 at a distorted geometry.

## Properties
* frontier orbital gap (alpha / beta): 8.90 / 4.32 eV
* energy relative to the best compared isomer or geometry (same formula, charge and spin): 26.2 kcal/mol
* LUMO (alpha / beta): -2.403 / -6.982 eV
* largest force on an atom: 12.15 eV Å⁻¹
* multiplicity: 2

Last column: Mulliken spin population.
CARTESIAN COORDINATES (ANGSTROEM)
S (-2.682, -1.041, -2.919)  0.000
S (-0.302, 2.824, 4.471)  -0.107
S (2.868, -1.578, 0.085)  0.000
S (0.594, 1.613, 2.742)  -0.010
S (1.316, -3.119, -0.767)  0.000
S (-1.993, 1.237, -2.995)  0.000
Na (-0.632, -0.521, -0.307)  0.000
Na (1.130, -0.057, -2.545)  0.000
F (1.686, 2.084, 1.682)  -0.001
F (-2.197, -2.140, -1.799)  0.000
F (0.271, -3.152, -1.975)  0.000
F (2.617, -0.009, 0.226)  0.000
F (-0.772, 2.111, -2.430)  0.000
F (-1.037, 4.167, 4.665)  -0.002
O (-3.044, 1.884, -2.185)  0.000
O (-1.398, 1.855, 4.604)  0.348
O (-2.400, -1.617, -4.259)  0.000
O (2.908, -1.949, 1.472)  0.000
O (2.435, -3.741, -1.525)  0.000
O (-4.098, -0.797, -2.609)  0.000
O (1.469, 0.790, 3.535)  0.012
O (0.454, 2.794, 5.693)  0.513
O (0.645, -3.802, 0.312)  0.000
O (-2.022, 1.329, -4.458)  0.000
O (4.205, -1.598, -0.590)  0.000
O (-0.351, 0.911, 1.876)  0.016
N (-1.475, -0.042, -2.424)  0.000
N (1.367, -1.651, -0.783)  0.000
N (0.437, 3.215, 3.207)  0.230


No. 3
DFT (ωB97M-V with the def2-TZVPD basis set) results for a structure of composition C19H35I2MgN2OSSb.

## Properties
* frontier orbital gap: 6.83 eV
* energy relative to the best compared isomer or geometry (same formula, charge and spin): 0.0 kcal/mol
* LUMO: -7.392 eV
* charge: +2
* largest force on an atom: 0.16 eV Å⁻¹
* multiplicity: 1

Last column: Löwdin charge in e.
CARTESIAN COORDINATES (ANGSTROEM)
I (2.497, 0.789, -0.428)  0.305
I (2.786, 0.124, -2.979)  0.274
Sb (-0.377, 0.619, 2.693)  1.401
S (-0.579, -2.146, -1.095)  0.646
Mg (-0.331, 0.013, -0.083)  0.152
O (-1.290, 1.419, -0.922)  -0.178
N (1.865, -3.141, -0.985)  -0.040
N (0.499, -3.845, 0.707)  -0.001
C (-2.093, 1.968, -1.715)  -0.106
C (-3.310, 3.761, -2.795)  -0.172
C (-4.016, 2.789, -3.704)  -0.030
C (-2.200, 1.475, 3.416)  -0.410
C (-0.736, 3.966, 0.091)  -0.029
C (2.982, -3.987, -0.588)  -0.036
C (-3.303, 7.515, -2.263)  -0.018
C (-2.363, 3.353, -1.812)  -0.101
C (-0.748, -4.018, 1.446)  -0.045
C (-2.061, 5.647, -1.148)  0.014
C (-3.596, 5.106, -2.920)  0.021
C (-2.420, 1.330, 4.918)  -0.165
C (0.043, -0.965, 4.071)  -0.424
C (0.685, -3.107, -0.378)  -0.762
C (0.680, -0.529, 5.387)  -0.165
C (1.103, 2.107, 3.129)  -0.427
C (0.805, 2.988, 4.339)  -0.161
C (-1.733, 4.323, -0.975)  -0.161
C (-2.985, 6.062, -2.114)  -0.207
H (-0.593, -3.756, 2.492)  0.083
H (1.588, 3.737, 4.458)  0.084
H (0.893, -1.399, 6.008)  0.083
H (0.139, 3.469, -0.333)  0.074
H (1.195, 2.715, 2.226)  0.025
H (0.690, -1.666, 3.539)  0.035
H (-1.592, 6.395, -0.520)  0.131
H (1.261, -4.447, 0.985)  0.136
H (0.760, 2.411, 5.262)  0.061
H (-4.611, 2.065, -3.147)  0.096
H (-0.408, 4.866, 0.607)  0.091
H (-0.907, -1.475, 4.240)  0.053
H (-1.512, -3.380, 1.015)  0.050
H (-3.389, 1.747, 5.193)  0.085
H (1.622, -0.004, 5.227)  0.068
H (-3.007, 1.004, 2.855)  0.051
H (-4.313, 5.427, -3.665)  0.129
H (-1.660, 1.856, 5.495)  0.060
H (-0.141, 3.519, 4.227)  0.068
H (0.022, 0.126, 5.956)  0.060
H (-2.401, 8.073, -2.523)  0.101
H (-1.175, 3.285, 0.824)  0.065
H (3.322, -3.737, 0.419)  0.099
H (-2.638, 1.308, -2.394)  0.137
H (-1.072, -5.055, 1.380)  0.103
H (-2.419, 0.285, 5.229)  0.067
H (2.712, -5.044, -0.637)  0.105
H (-4.693, 3.326, -4.363)  0.089
H (1.932, -2.609, -1.839)  0.054
H (-3.315, 2.240, -4.334)  0.096
H (-4.051, 7.689, -3.033)  0.087
H (-3.671, 7.922, -1.320)  0.100
H (2.048, 1.573, 3.253)  0.052
H (3.805, -3.815, -1.275)  0.101
H (-2.178, 2.525, 3.117)  0.048


No. 4
DFT (ωB97M-V with the def2-TZVPD basis set) results for a cluster of 2 separate species, C3H12N2S in total at a distorted geometry.

## Properties
* frontier orbital gap: 9.41 eV
* energy relative to the best compared isomer or geometry (same formula, charge and spin): 11.1 kcal/mol
* LUMO: 0.921 eV
* largest force on an atom: 2.15 eV Å⁻¹
* multiplicity: 1

Last column: Löwdin charge in e.
CARTESIAN COORDINATES (ANGSTROEM)
S (-2.419, -0.095, -0.497)  0.720
N (2.334, -0.014, 2.719)  -0.025
N (2.691, 1.064, 0.507)  -0.013
C (-3.770, -1.040, -1.219)  -0.451
C (-1.256, 0.272, -1.845)  -0.425
C (2.598, -0.170, 1.285)  -0.352
H (1.785, 1.456, 0.308)  0.042
H (3.574, -0.630, 1.210)  0.100
H (-3.899, -0.871, -2.288)  0.035
H (-0.502, 0.880, -1.361)  0.008
H (-3.718, -2.135, -1.165)  0.031
H (-4.627, -0.773, -0.611)  0.017
H (-0.854, -0.611, -2.335)  0.034
H (3.386, 1.732, 0.773)  0.050
H (-1.776, 0.838, -2.616)  0.029
H (3.147, 0.175, 3.295)  0.052
H (1.722, -0.708, 0.941)  0.098
H (1.582, 0.632, 2.900)  0.051


No. 5
DFT (ωB97M-V with the def2-TZVPD basis set) results for a structure of composition C5H6O2.

## Properties
* frontier orbital gap (alpha / beta): 9.66 / 9.66 eV
* energy relative to the best compared isomer or geometry (same formula, charge and spin): 125.7 kcal/mol
* LUMO (alpha / beta): -1.120 / -1.121 eV
* largest force on an atom: 0.66 eV Å⁻¹
* multiplicity: 1

Last column: Löwdin charge in e.
CARTESIAN COORDINATES (ANGSTROEM)
O (2.482, -0.737, -0.335)  0.115
O (0.343, -1.170, 0.329)  0.041
C (0.734, 0.906, 0.213)  0.105
C (-0.812, -0.264, 0.686)  -0.330
C (-1.962, -0.663, -0.205)  -0.037
C (1.394, -0.388, 0.006)  -0.511
C (-0.419, 1.225, 0.553)  0.077
H (-0.994, -0.472, 1.741)  0.149
H (3.048, 1.597, -0.701)  0.040
H (2.917, 2.261, -1.015)  0.068
H (-2.861, -0.115, 0.084)  0.092
H (-1.734, -0.440, -1.251)  0.098
H (-2.136, -1.738, -0.103)  0.091


No. 6
DFT (ωB97M-V with the def2-TZVPD basis set) results for a cluster of 2 separate species, H3N4O2 in total at a distorted geometry.

## Properties
* frontier orbital gap: 7.56 eV
* energy relative to the best compared isomer or geometry (same formula, charge and spin): 30.7 kcal/mol
* LUMO: 4.676 eV
* charge: -1
* largest force on an atom: 1.28 eV Å⁻¹
* multiplicity: 1

Last column: Löwdin charge in e.
CARTESIAN COORDINATES (ANGSTROEM)
O (-2.926, -0.755, 1.260)  -0.141
O (-0.818, 0.648, 0.553)  -0.199
N (0.382, -1.336, -0.965)  -0.119
N (-1.901, -1.308, 0.417)  -0.068
N (-0.974, -0.544, 0.163)  -0.372
N (1.238, -0.393, -1.048)  -0.247
H (1.821, -0.138, -0.226)  0.059
H (1.039, 0.456, -1.611)  0.058
H (-2.601, 0.152, 1.423)  0.028


No. 7
DFT (ωB97M-V with the def2-TZVPD basis set) results for an isolated molecule of C10H12O2 at a distorted geometry.

## Properties
* frontier orbital gap: 8.54 eV
* energy relative to the best compared isomer or geometry (same formula, charge and spin): 58.0 kcal/mol
* LUMO: 0.834 eV
* largest force on an atom: 5.21 eV Å⁻¹
* multiplicity: 1

Last column: Löwdin charge in e.
CARTESIAN COORDINATES (ANGSTROEM)
O (2.558, 1.896, -0.114)  -0.127
O (-1.233, -2.065, -0.468)  -0.067
C (1.967, -0.213, -0.475)  -0.005
C (-2.563, -2.179, 1.423)  -0.073
C (2.322, 3.339, 0.050)  -0.051
C (-0.273, -1.076, -0.395)  -0.262
C (1.065, -1.351, -0.683)  0.047
C (1.581, 0.995, -0.018)  -0.379
C (-0.638, 0.237, -0.089)  -0.162
C (0.241, 1.241, 0.027)  -0.002
C (-2.165, 0.164, 0.142)  -0.056
C (-2.456, -1.382, 0.125)  -0.305
H (1.370, 3.653, -0.502)  0.089
H (-2.707, 0.684, -0.781)  0.149
H (-3.653, -2.341, 1.804)  0.093
H (-1.955, -1.832, 2.365)  0.112
H (3.131, -0.366, -0.504)  0.155
H (-2.682, 0.572, 1.027)  0.112
H (-2.196, -3.215, 1.025)  0.110
H (3.267, 3.845, -0.312)  0.101
H (2.035, 3.457, 1.211)  0.127
H (-3.177, -1.753, -0.664)  0.153
H (1.525, -2.270, -1.038)  0.108
H (-0.045, 2.267, 0.381)  0.133


No. 8
DFT (ωB97M-V with the def2-TZVPD basis set) results for a cluster of 2 separate species, C10H11F4P in total at a distorted geometry.

## Properties
* frontier orbital gap (alpha / beta): 6.81 / 7.21 eV
* energy relative to the best compared isomer or geometry (same formula, charge and spin): 47.5 kcal/mol
* LUMO (alpha / beta): -1.078 / -1.263 eV
* largest force on an atom: 5.56 eV Å⁻¹
* multiplicity: 1

Last column: Löwdin charge in e.
CARTESIAN COORDINATES (ANGSTROEM)
P (-3.209, -2.652, -0.005)  0.712
F (-4.652, 0.997, 0.002)  0.165
F (-2.971, 2.027, 0.799)  0.154
F (-2.970, 0.408, -1.841)  0.053
F (-3.496, 0.160, 1.577)  0.058
C (0.850, 0.193, 0.917)  -0.045
C (-0.510, 0.094, 0.849)  -0.036
C (3.291, -0.025, -0.177)  -0.191
C (3.816, 1.255, 0.484)  -0.104
C (-1.114, 0.030, -0.412)  -0.207
C (-0.320, -0.241, -1.591)  -0.023
C (-2.482, 0.138, -0.575)  -0.217
C (1.710, -0.067, -0.201)  -0.128
C (1.016, -0.241, -1.481)  -0.043
C (-3.390, 0.833, 0.372)  -0.592
H (-3.656, -2.865, 1.342)  -0.197
H (1.488, -0.453, -2.452)  0.118
H (3.724, -0.880, 0.392)  0.122
H (1.170, 0.351, 1.970)  0.128
H (4.384, 1.822, -0.312)  0.082
H (-0.998, 0.081, 1.829)  0.129
H (3.556, -0.057, -1.130)  0.037
H (2.949, 1.938, 0.699)  0.085
H (-0.689, -0.531, -2.572)  0.123
H (4.551, 1.001, 1.258)  0.069
H (-2.050, -3.314, 0.259)  -0.250


What did the sixth record say?
DFT (ωB97M-V with the def2-TZVPD basis set) results for a cluster of 2 separate species, H3N4O2 in total at a distorted geometry.

## Properties
* frontier orbital gap: 7.56 eV
* energy relative to the best compared isomer or geometry (same formula, charge and spin): 30.7 kcal/mol
* LUMO: 4.676 eV
* charge: -1
* largest force on an atom: 1.28 eV Å⁻¹
* multiplicity: 1

Last column: Löwdin charge in e.
CARTESIAN COORDINATES (ANGSTROEM)
O (-2.926, -0.755, 1.260)  -0.141
O (-0.818, 0.648, 0.553)  -0.199
N (0.382, -1.336, -0.965)  -0.119
N (-1.901, -1.308, 0.417)  -0.068
N (-0.974, -0.544, 0.163)  -0.372
N (1.238, -0.393, -1.048)  -0.247
H (1.821, -0.138, -0.226)  0.059
H (1.039, 0.456, -1.611)  0.058
H (-2.601, 0.152, 1.423)  0.028